{
  "formula": "C2HN3OS2",
  "method": "the ωB97M-V functional and the def2-TZVPD basis",
  "elements": ["C", "C", "H", "N", "N", "N", "O", "S", "S"],
  "positions_angstrom": [[-1.989, 0.181, -0.037], [0.615, -0.513, 0.059], [-1.443, 1.124, -0.124], [0.882, 0.835, 0.183], [2.128, 0.961, 0.071], [1.706, -1.200, -0.130], [2.674, -0.268, -0.116], [-3.599, 0.114, -0.046], [-0.975, -1.234, 0.140]],
  "nbo_charge": [-0.51, 0.07, 0.24, -0.25, 0.16, -0.09, -0.12, 0.10, 0.41],
  "total_energy_ha": -1112.5801,
  "orbital_gap_ev": 8.58,
  "lumo_ev": -0.843,
  "charge": 0,
  "smiles": "S=CSc1nnon1"
}